*P*
Density functional theory data (wB97M-V/def2-TZVPD) for C3H5N3OS as an isolated structure.

## Properties
Orbital gap   8.79 eV
Multiplicity   1

Element x y z (Å)
C 1.969 -1.487 -2.221
C -1.163 -0.241 -1.720
C -0.549 1.179 1.575
H 2.670 -1.921 -1.536
H 2.004 -1.678 -3.292
H -2.086 0.082 -2.316
H 0.315 -0.696 0.375
H -1.269 2.303 1.268
N 0.974 -1.066 -1.571
N -0.228 -0.775 -2.341
N -0.438 0.100 0.568
O -1.260 0.371 -0.518
S 0.297 0.901 2.953

***

*Q*
Density functional theory data (wB97M-V/def2-TZVPD) for C3H5N3OS in the gas phase.

## Properties
SMILES   [H]/N=c1\[nH]c(O)cn1S
Orbital gap   7.57 eV
Multiplicity   1

Element x y z (Å)
C 1.349 -0.453 0.051
C 0.342 -1.324 -0.076
C -0.630 0.778 -0.084
H 2.934 -1.536 0.287
H 0.211 -2.420 -0.048
H -2.982 0.265 0.230
H -0.986 2.592 0.161
H 1.272 1.695 -0.036
N -0.918 -0.558 -0.097
N -1.432 1.736 -0.226
N 0.742 0.817 0.147
O 2.640 -0.571 -0.246
S -2.541 -1.021 -0.062

***

Compare the structures above. Which one is the least stable? *P* is.